1.
# C36H37BO3S

A cluster of 2 separate species, C36H37BO3S in total (ωB97M-V/def2-TZVPD, the OMol25 dataset).

Positions of all 78 atoms, in Å:
H  1.986  -3.137  -2.685
H  -1.612  -3.028  -2.340
C  5.649  -1.673  -1.902
C  -0.677  -0.625  3.368
H  -6.291  -4.110  5.510
H  -1.590  0.110  -1.680
H  1.010  3.811  -0.100
H  2.837  5.365  2.659
C  -2.867  0.015  1.730
C  0.469  1.452  2.750
H  3.017  -1.564  0.214
C  3.264  -0.872  -1.844
C  2.218  3.507  -3.275
C  -4.871  -2.202  3.091
H  -1.702  -2.491  3.747
H  7.159  -2.560  -3.147
H  -1.683  3.258  2.614
H  -4.440  -4.179  3.826
C  1.836  1.340  -2.269
C  -0.844  -2.601  -1.684
C  -0.173  -1.720  -4.970
H  0.799  6.731  2.158
H  1.785  5.213  -2.014
H  -3.737  0.250  1.108
O  1.616  -0.701  -3.725
H  -5.464  -0.224  2.521
O  -3.766  -2.207  2.233
C  1.738  3.524  2.757
C  -0.691  3.691  2.510
C  1.791  4.125  -2.097
H  0.467  -1.964  -5.821
H  -2.047  -0.681  -3.195
C  -5.104  -3.319  3.902
C  -0.184  -1.396  -2.343
H  -7.818  -2.140  5.611
C  0.655  -1.739  -3.689
H  -1.854  1.839  1.292
H  2.550  4.095  -4.127
C  -1.808  0.901  1.838
H  0.133  -0.831  4.066
C  -0.674  0.608  2.654
C  1.369  3.350  -1.013
H  1.151  1.333  -0.239
B  1.801  -0.323  -2.345
H  7.523  -0.931  -2.520
H  -7.403  -0.194  4.093
C  1.386  -3.068  -3.600
C  0.473  2.871  2.667
C  -6.989  -2.162  4.898
S  4.535  -0.956  -3.028
C  -6.144  -3.273  4.833
H  0.663  -3.889  -3.627
C  -6.760  -1.070  4.058
C  7.064  -1.900  -2.272
C  1.421  1.949  -1.094
H  2.560  1.623  -4.283
H  5.532  -2.318  0.156
H  -1.335  -2.298  -0.755
C  3.646  -1.443  -0.660
H  7.594  -2.343  -1.425
H  1.415  0.982  3.037
C  -2.799  -1.208  2.417
C  -1.703  -1.529  3.232
C  2.230  2.103  -3.360
H  -0.641  -0.749  -5.145
H  2.608  2.907  2.993
H  -0.743  0.531  -3.192
C  -0.563  5.061  2.306
H  -0.951  -2.490  -4.917
C  5.027  -1.866  -0.685
H  2.042  -3.171  -4.472
C  -1.201  -0.289  -2.623
C  -5.689  -1.076  3.160
C  1.855  4.891  2.582
H  -1.462  5.670  2.167
O  0.804  -0.884  -1.469
H  -0.102  -3.372  -1.453
C  0.705  5.661  2.326

Results
Calculated total energy, hartree: -2042.710962
Net charge: 0

=====

2.
# C3H6N2S

The molecule C3H6N2S (ωB97M-V/def2-TZVPD, the OMol25 dataset).

Positions of all 12 atoms, in Å:
C  -2.433  1.063  0.065
H  -2.233  1.244  1.291
N  -0.112  -0.141  -0.220
H  -0.090  0.990  -0.642
C  -2.299  -0.452  0.088
S  2.477  0.365  0.088
H  1.184  -1.748  0.261
H  -3.484  1.301  -0.367
N  -1.101  -0.986  0.007
C  1.155  -0.627  -0.139
H  -3.177  -1.237  0.197
H  -1.886  1.591  -0.739

Results
Calculated total energy, hartree: -625.480908
SMILES string: C/C=N\NC=S
Net charge: 0

=====

3.
# C5H6N4O2S

The ion C5H6N4O2S with charge -2 (ωB97M-V/def2-TZVPD, the OMol25 dataset).

Positions of all 18 atoms, in Å:
O  -1.460  -0.966  -2.645
H  0.344  1.870  1.551
S  2.569  1.340  -1.042
C  -0.574  0.219  -0.692
N  2.106  -2.279  -0.138
H  -1.830  -0.211  0.990
H  0.727  0.261  1.836
H  -0.230  1.138  -1.093
N  0.744  -0.646  -0.595
N  2.880  -1.202  -0.243
C  -1.079  0.487  0.678
C  2.113  -0.195  -0.579
H  -0.752  0.971  2.670
N  0.893  -1.987  -0.384
C  -0.084  0.895  1.767
O  -2.860  -0.494  -0.996
H  -1.782  1.330  0.422
C  -1.725  -0.532  -1.509

Results
Calculated total energy, hartree: -961.804973
SMILES string: CC[C@H](C(=O)[O-])n1nnnc1[S-]
Net charge: -2

=====

4.
# C11H29ClCoNO5

A structure of composition C11H29ClCoNO5 (ωB97M-V/def2-TZVPD, the OMol25 dataset).

Positions of all 48 atoms, in Å:
H  -4.119  -2.072  2.325
H  -3.064  -0.637  0.523
C  4.438  -1.460  0.309
N  3.679  -0.589  1.264
H  -1.544  1.077  -4.679
H  -3.432  -0.407  -4.053
H  3.007  -3.040  0.084
C  -2.258  1.394  -3.914
H  5.319  0.381  2.261
H  -4.251  -0.672  3.352
C  -4.224  0.805  -2.455
H  -3.292  0.800  1.548
H  3.198  0.985  3.508
H  0.632  2.960  1.715
H  1.670  3.224  3.056
C  1.508  -1.830  -1.948
C  -3.142  -0.284  1.558
O  2.295  1.648  1.746
O  -5.520  -0.644  1.758
O  -2.234  -0.555  -2.410
H  4.706  1.283  0.870
H  3.842  -2.728  -1.407
Co  2.066  0.291  0.221
O  2.396  -1.309  -0.930
C  3.404  -2.231  -0.541
H  4.990  -0.806  -0.366
H  2.052  -2.141  -2.841
H  -5.867  -1.444  1.357
H  0.979  -2.695  -1.548
C  -3.052  0.266  -3.282
C  4.422  0.623  1.690
H  3.551  -1.144  2.106
H  -1.657  1.977  -3.207
C  -4.244  -0.988  2.306
H  -1.665  0.078  -1.947
H  -2.961  2.087  -4.380
C  3.460  1.449  2.552
O  -1.901  -0.562  2.218
C  1.291  2.437  2.405
H  3.911  2.411  2.806
H  -4.856  1.455  -3.066
H  -1.191  -0.119  1.748
Cl  -0.181  0.849  -0.214
H  -3.869  1.321  -1.563
H  -4.855  -0.031  -2.152
H  0.806  -1.044  -2.211
H  5.105  -2.115  0.861
H  0.655  1.748  2.966

Results
Calculated total energy, hartree: -2710.179211
2S+1: 4
Net charge: +1

=====

5.
# C8H27ClN9O16PS

A structure of composition C8H27ClN9O16PS (ωB97M-V/def2-TZVPD, the OMol25 dataset).

Positions of all 63 atoms, in Å:
O  4.233  1.028  3.353
N  0.646  2.927  -3.817
O  0.753  3.817  1.160
H  -5.499  -2.427  4.618
H  6.168  -5.228  -1.469
O  1.709  2.412  -4.079
H  -6.291  -1.431  -0.539
H  -1.177  2.804  -4.851
H  -1.353  5.411  -0.259
N  2.226  -1.486  1.041
O  0.224  5.821  1.753
H  1.078  1.199  -0.151
H  0.223  -0.060  0.660
H  1.951  -2.428  -1.171
H  -0.180  4.280  -0.996
H  6.682  0.237  3.119
H  6.627  1.835  3.919
N  2.369  -1.521  -1.291
N  4.303  -4.833  -0.591
H  7.118  1.710  2.202
O  4.375  -5.903  -0.020
C  -7.000  -0.617  -0.535
H  -1.448  1.268  0.629
C  -0.304  5.171  -0.398
H  -4.953  -3.697  3.481
O  -7.212  1.421  -1.601
N  5.072  1.449  2.582
O  4.835  1.968  1.514
H  1.970  -0.936  1.850
O  0.052  0.049  -1.447
O  -0.474  -2.283  -2.006
H  3.140  1.070  -0.658
H  1.596  -2.271  0.940
H  2.086  -1.091  -2.156
C  6.495  1.297  2.985
S  -1.116  -1.089  -1.583
O  -7.006  -1.364  2.806
H  3.306  0.611  0.888
P  -2.817  -0.437  0.566
C  5.428  -4.438  -1.482
O  3.394  -4.040  -0.501
O  -5.488  0.224  -2.082
N  3.289  0.265  -0.062
O  -1.645  -1.471  -0.056
O  -5.448  -2.265  1.623
N  -6.102  -2.156  2.639
H  -7.979  -0.944  -0.873
N  0.274  4.915  0.950
C  0.809  0.158  -0.226
H  -1.133  2.022  -3.241
H  5.019  -4.295  -2.476
O  -2.271  1.033  0.168
O  0.503  4.000  -3.262
H  0.231  6.007  -0.835
H  -7.062  -0.162  0.447
Cl  -2.335  -0.545  2.587
H  5.832  -3.507  -1.097
C  -0.596  2.192  -4.170
H  -0.321  1.254  -4.635
N  -6.527  0.427  -1.486
C  2.159  -0.670  -0.157
H  -6.665  -3.633  4.002
C  -5.774  -3.056  3.778

Results
Calculated total energy, hartree: -3216.856063
Net charge: 0

=====

6.
# C4H14NO2

A cluster of 3 separate species, C4H14NO2 in total (ωB97M-V/def2-TZVPD, the OMol25 dataset).

Positions of all 21 atoms, in Å:
H  2.655  0.243  -0.908
H  -2.750  -1.613  2.027
H  2.382  0.193  1.410
C  1.594  0.676  0.868
H  0.020  -0.687  1.602
H  1.850  1.746  1.011
C  -0.553  0.590  -0.071
O  -2.709  -0.680  2.355
O  -0.482  -1.449  -2.524
H  -0.990  1.586  -0.034
H  -1.864  -0.692  2.848
C  1.676  0.107  -0.500
N  0.458  0.684  -1.211
H  -1.355  -1.514  -2.130
H  -0.318  1.041  1.994
H  1.480  -0.985  -0.695
C  0.148  0.378  1.301
H  -1.441  -0.031  -0.315
H  -0.529  -1.563  -3.479
H  0.038  0.327  -2.075
H  0.690  1.643  -1.475

Results
Calculated total energy, hartree: -365.773200
Net charge: +1

=====

7.
# C6H12O

A cluster of 2 separate species, C6H12O in total (ωB97M-V/def2-TZVPD, the OMol25 dataset).

Positions of all 19 atoms, in Å:
H  0.381  0.323  1.750
C  1.936  -1.386  1.363
H  1.963  -1.756  2.385
C  -1.792  0.499  -0.468
H  -2.288  0.495  -2.554
H  -3.345  1.552  -1.579
O  -1.235  -0.798  -0.525
H  1.857  -0.342  -0.997
H  -2.280  0.677  0.505
C  1.110  -0.165  1.117
C  2.581  -0.067  1.096
H  -1.016  1.274  -0.575
C  1.813  0.314  -0.122
H  -3.517  -0.221  -1.505
H  -0.313  -0.738  -0.245
H  3.235  0.532  1.711
C  -2.801  0.601  -1.594
H  1.738  1.372  -0.364
H  1.974  -2.167  0.600

Results
Calculated total energy, hartree: -310.954368
SMILES string: C1[C@H]2C[C@@H]12.CCO
Net charge: 0

=====

8.
# C16H15Cl3N3O2Y

A structure of composition C16H15Cl3N3O2Y (ωB97M-V/def2-TZVPD, the OMol25 dataset).

Positions of all 40 atoms, in Å:
N  2.389  0.411  0.543
N  4.024  0.297  -1.157
Y  -0.063  0.171  0.708
C  -0.612  4.027  -1.310
H  3.459  -0.346  -1.684
H  -1.531  -2.825  -0.385
C  -1.873  -1.874  1.518
C  5.570  2.211  0.425
N  4.250  1.666  0.723
H  5.592  2.619  -0.586
H  -1.924  -1.040  3.504
Cl  1.061  4.417  -1.456
C  -1.580  4.936  -1.699
C  -0.964  2.781  -0.789
C  3.586  0.785  -0.012
H  3.993  1.733  2.838
C  -1.080  -2.477  0.536
C  -2.325  2.520  -0.670
C  3.475  1.985  1.911
C  0.059  -1.685  2.965
C  -3.323  3.392  -1.044
C  -1.301  -1.466  2.727
Cl  -4.120  5.751  -2.056
H  -1.291  5.896  -2.102
O  1.214  1.081  2.347
H  6.343  1.450  0.543
H  5.770  3.024  1.116
H  0.491  -1.414  3.919
Cl  -2.733  0.945  0.038
O  -0.059  1.880  -0.402
H  1.894  -2.496  2.187
C  0.281  -2.687  0.774
H  4.905  0.586  -1.551
C  0.849  -2.297  1.990
H  -4.369  3.146  -0.933
H  -2.937  -1.759  1.355
H  3.185  3.039  1.939
C  2.269  1.128  1.674
C  -2.926  4.614  -1.568
H  0.886  -3.196  0.033

Results
Calculated total energy, hartree: -2352.004495
Net charge: +2

=====

9.
# C4H15N3

A cluster of 3 separate species, C4H15N3 in total (ωB97M-V/def2-TZVPD, the OMol25 dataset).

Positions of all 22 atoms, in Å:
H  0.780  -0.383  0.549
C  -0.376  -0.066  2.389
H  -0.830  -0.365  -1.516
H  -0.872  1.721  -0.744
H  1.762  0.388  -2.704
H  0.762  2.141  -1.553
H  -1.092  0.301  3.137
H  -2.664  0.131  1.368
N  -0.095  1.609  -1.442
C  -0.643  0.488  0.992
H  -0.408  -1.160  2.365
N  0.891  -0.113  -2.598
H  2.331  -1.000  -0.496
H  0.868  -2.115  -0.545
H  -2.402  0.673  -0.093
H  -0.658  1.579  1.170
H  0.742  -1.041  -2.968
C  0.052  0.259  -1.582
C  1.452  -1.389  0.028
H  1.777  -1.929  0.922
N  -2.001  0.046  0.599
H  0.624  0.225  2.721

Results
Calculated total energy, hartree: -325.443608
Net charge: 0

=====

10.
# C19H12O6

A structure of composition C19H12O6 (ωB97M-V/def2-TZVPD, the OMol25 dataset).

Positions of all 37 atoms, in Å:
C  -2.373  0.911  -0.729
C  4.291  1.045  0.791
H  -4.499  -1.514  1.672
H  -0.833  -3.783  1.705
O  5.883  0.302  -0.346
O  -4.459  2.047  -0.889
C  2.954  0.870  0.980
C  -3.780  0.978  -0.269
C  -1.805  -0.167  -0.039
C  1.894  0.445  0.233
H  -1.839  1.498  -1.124
C  -0.895  -2.835  1.240
C  -0.247  -0.354  -0.152
H  -0.966  -3.039  -0.087
H  7.617  1.197  0.483
O  -0.556  -1.720  -1.883
C  5.426  1.558  1.438
O  -5.780  0.683  0.273
O  -1.909  -2.009  1.559
C  -5.776  1.941  -0.509
C  6.466  1.137  0.530
H  -6.115  2.749  0.121
O  1.489  -1.187  -1.428
C  3.687  -0.584  -0.988
H  5.595  2.339  1.857
C  4.654  0.140  -0.474
H  0.036  -2.123  1.429
H  4.010  -1.164  -2.041
C  -2.463  -1.069  0.834
H  0.280  1.171  1.390
H  2.616  1.471  1.924
C  -3.868  -0.970  0.882
C  0.288  -1.010  -1.338
C  0.533  0.595  0.621
C  2.456  -0.607  -0.706
C  -4.508  0.186  0.439
H  -6.497  1.502  -1.319

Results
Calculated total energy, hartree: -1182.193817
Net charge: 0

=====

11.
# C17H20N6O3S

A cluster of 2 separate species, C17H20N6O3S in total (ωB97M-V/def2-TZVPD, the OMol25 dataset).

Positions of all 47 atoms, in Å:
C  0.043  3.242  0.660
C  0.464  3.875  -0.493
C  -2.724  0.482  4.202
H  -2.362  2.323  6.475
N  2.195  4.344  -2.164
H  1.739  6.331  -2.740
C  2.665  2.949  -0.190
C  0.919  2.452  1.398
H  1.459  2.735  -3.315
N  0.880  -2.620  3.125
N  1.849  -3.339  4.882
H  1.992  -2.677  -0.493
N  -0.421  -1.661  -0.102
H  2.716  3.706  -4.110
C  2.578  -3.179  1.486
C  1.838  3.752  -3.452
C  2.236  2.322  0.958
H  3.686  2.840  -0.522
H  -0.225  4.481  -1.062
C  0.066  -2.121  2.241
H  2.633  6.178  -1.214
H  3.471  5.918  -2.758
O  -1.374  -0.911  0.228
C  -1.875  2.627  5.550
N  0.690  -2.759  4.536
H  -3.338  1.255  3.742
H  3.548  -3.578  1.221
H  -1.096  3.349  5.776
O  1.337  0.892  3.131
C  2.525  5.766  -2.222
O  -0.224  -2.003  -1.293
C  1.724  -2.681  0.554
H  -0.983  3.364  0.977
H  -1.405  2.673  2.791
H  -0.883  -1.692  2.500
H  1.060  4.342  -3.953
H  -2.548  -0.307  3.476
S  -1.126  1.173  4.745
H  2.918  1.718  1.540
C  -0.709  1.968  3.240
C  0.533  1.725  2.631
C  1.783  3.740  -0.960
H  -3.251  0.067  5.060
C  0.473  -2.154  0.910
H  -2.609  3.091  4.893
C  2.166  -3.162  2.794
N  2.769  -3.614  3.934

Results
Calculated total energy, hartree: -1611.991237
Net charge: 0

=====

12.
# C37H31O5

A cluster of 2 separate species, C37H31O5 in total (ωB97M-V/def2-TZVPD, the OMol25 dataset).

Positions of all 73 atoms, in Å:
H  -4.425  -1.719  0.619
H  4.011  -1.307  -0.731
C  1.112  2.547  -1.545
C  4.463  0.655  -1.428
H  3.240  0.388  0.903
C  1.395  1.476  0.636
C  -3.695  -4.995  0.616
C  2.656  0.968  0.212
C  -3.480  -3.618  0.614
H  -1.152  -4.896  0.691
C  -2.843  2.723  3.307
H  -5.333  1.981  2.897
H  5.204  2.488  -2.225
C  -1.866  3.779  -3.449
H  3.404  -5.777  1.512
H  4.590  -4.808  0.630
C  2.410  2.035  -1.979
C  -0.006  5.171  -4.001
H  -2.866  -5.679  0.596
H  2.679  -3.365  -0.251
H  -6.711  -2.631  0.656
H  1.852  4.654  -3.083
H  -2.906  3.521  -3.557
H  -1.481  0.892  0.802
H  -5.115  -6.579  0.636
O  1.253  -4.460  0.663
C  0.363  -3.416  0.657
H  0.424  2.625  4.218
C  0.284  3.345  -2.463
H  -1.468  2.196  -2.076
H  0.402  6.014  -4.531
C  -0.465  2.434  3.642
C  3.161  1.211  -1.031
C  0.805  4.421  -3.179
H  3.396  -5.777  -0.242
H  7.886  -0.814  -2.424
C  -1.341  4.851  -4.140
H  -6.007  3.522  3.459
O  -2.060  -1.769  0.529
C  6.929  -0.403  -2.146
C  -1.532  1.500  1.690
C  6.655  0.930  -2.377
C  5.977  -1.209  -1.555
C  4.759  -0.686  -1.192
C  -1.667  2.930  4.055
O  2.846  2.285  -3.094
C  -6.060  -4.664  0.651
H  1.653  0.936  2.663
C  -4.972  -5.510  0.635
C  3.555  -5.149  0.635
O  -4.014  3.269  3.794
C  -4.588  -2.783  0.627
C  0.946  1.315  1.943
C  -1.000  -3.836  0.651
O  0.713  -2.242  0.658
C  2.577  -3.997  0.640
H  -0.263  2.710  0.023
H  -1.744  3.503  4.961
H  7.402  1.564  -2.823
C  -2.129  -2.995  0.594
H  6.186  -2.250  -1.374
H  -3.617  1.764  1.539
C  -1.066  3.038  -2.613
C  -0.348  1.732  2.425
H  2.708  -3.349  1.514
H  -1.974  5.440  -4.781
C  5.431  1.454  -2.033
C  0.659  2.262  -0.295
C  -2.737  1.973  2.120
C  -5.145  3.050  2.988
H  -7.059  -5.070  0.663
H  -4.988  3.499  2.007
C  -5.864  -3.298  0.646

Results
Calculated total energy, hartree: -1804.772085
Net charge: -1

=====

13.
# C6H2InO4

A structure of composition C6H2InO4 (ωB97M-V/def2-TZVPD, the OMol25 dataset).

Positions of all 13 atoms, in Å:
H  -0.693  0.756  2.415
In  -3.967  -1.129  -1.883
O  1.706  1.530  2.094
C  1.028  0.786  1.201
O  2.954  0.644  -0.397
C  1.715  0.347  -0.068
O  -1.062  -1.409  -1.728
C  1.053  -0.334  -1.032
C  -0.253  0.522  1.457
C  -1.144  -0.126  0.410
O  -2.402  -0.125  0.403
H  1.464  -0.720  -1.953
C  -0.400  -0.741  -0.918

Results
Calculated total energy, hartree: -720.469592
Net charge: +1